Below is a 3-piece molecular cluster, C3H11NO3 overall, with properties calculated with the ωB97M-V functional and the def2-TZVPD basis.

Geometry as XYZ:
```
18
Properties=species:S:1:pos:R:3
C -1.776 1.065 -2.795
C -0.936 0.471 -1.677
C 0.276 1.326 -1.345
N 0.823 2.072 -2.340
O 0.805 1.268 -0.252
H -1.984 2.128 -2.639
H -2.773 0.646 -2.826
H -1.362 0.896 -3.792
H -1.487 0.457 -0.738
H -0.649 -0.546 -1.851
H 0.337 2.381 -3.159
H 1.704 2.504 -2.124
H 2.887 -4.052 3.776
H 2.427 -5.184 2.880
O 2.363 -4.859 3.784
H -0.900 -0.603 5.188
H 0.565 -0.121 4.830
O -0.322 0.151 5.078
```

- SMILES: CCC(N)=O.O.O
- Highest occupied orbital energy: -9.705 eV
- HOMO-LUMO gap: 10.4 eV
- Multiplicity: 1
- Maximum force: 1.6 eV/A

Formally, the Löwdin partial charges of the atoms, in units of the elementary charge, are as follows: -0.120 -0.160 -0.560 0.159 0.040 0.081 0.066 0.075 0.117 0.111 0.085 0.107 0.031 0.032 -0.062 0.026 0.031 -0.057

=====

Below is C33H83CuN6O13 as an isolated structure, with properties calculated with the ωB97M-V functional and the def2-TZVPD basis.

Geometry as XYZ:
```
136
Properties=species:S:1:pos:R:3
Cu 2.648 -0.759 -3.092
O 1.148 -0.044 0.511
C 1.837 -0.319 -0.627
O 1.650 -1.406 -1.247
O 2.612 0.507 -1.143
H 1.323 0.915 0.548
C -0.592 2.852 3.327
O -1.035 1.659 3.933
C -0.336 0.521 3.511
C -1.188 -0.162 2.414
N -2.363 -0.910 2.930
C -3.554 -0.113 3.250
C -4.783 -1.026 3.409
O -5.332 -1.379 2.149
C -5.540 -0.304 1.266
H -1.429 3.547 3.408
H -0.266 2.833 2.283
H 0.259 3.269 3.879
H -0.163 -0.145 4.357
H 0.642 0.714 3.062
H -0.540 -0.926 1.985
H -1.552 0.563 1.684
H -2.686 -1.438 2.104
H -3.744 0.574 2.419
H -3.372 0.464 4.156
H -5.570 -0.520 3.969
H -4.507 -1.957 3.898
H -4.646 -0.125 0.640
H -5.767 0.662 1.723
H -6.211 -0.631 0.471
C 2.394 7.583 1.091
O 3.139 6.961 2.109
C 2.583 5.766 2.608
C 2.592 4.595 1.619
N 1.398 4.589 0.776
C 1.473 3.651 -0.342
C 0.031 3.263 -0.709
O -0.691 4.405 -1.199
C -2.050 4.350 -0.810
H 2.797 8.564 0.839
H 1.321 7.704 1.262
H 2.576 7.029 0.158
H 1.605 5.942 3.079
H 3.162 5.514 3.500
H 2.763 3.617 2.068
H 3.484 4.855 1.025
H 1.120 5.521 0.514
H 1.998 2.772 0.034
H 1.967 4.121 -1.198
H -0.492 2.977 0.203
H -0.012 2.469 -1.461
H -2.433 5.331 -1.088
H -2.290 4.219 0.252
H -2.591 3.558 -1.338
C 4.222 -0.620 3.515
O 4.020 -1.966 3.136
C 2.710 -2.473 3.297
C 2.394 -3.448 2.144
N 1.196 -4.215 2.518
C 1.538 -5.465 3.255
C 2.127 -6.529 2.370
O 1.078 -7.007 1.549
C 1.506 -8.000 0.649
H 3.606 0.095 2.954
H 5.255 -0.396 3.266
H 3.957 -0.528 4.572
H 2.015 -1.636 3.165
H 2.612 -2.962 4.269
H 3.243 -4.059 1.836
H 2.083 -2.788 1.331
H 0.813 -4.577 1.645
H 0.579 -5.776 3.674
H 2.172 -5.203 4.104
H 2.479 -7.384 2.960
H 2.940 -6.132 1.753
H 2.220 -7.528 -0.040
H 0.711 -8.412 0.033
H 2.046 -8.816 1.141
C -8.284 1.065 -2.329
O -7.030 0.388 -2.402
C -6.835 -0.366 -3.596
C -5.481 -1.081 -3.523
N -4.365 -0.257 -4.009
C -3.966 0.800 -3.060
C -2.838 0.320 -2.192
O -3.216 -0.664 -1.288
C -2.195 -1.619 -0.971
H -9.116 0.405 -2.580
H -8.237 1.925 -3.003
H -8.308 1.438 -1.308
H -7.057 0.078 -4.570
H -7.613 -1.144 -3.501
H -5.615 -1.956 -4.177
H -5.315 -1.656 -2.606
H -3.633 -0.959 -4.079
H -4.792 0.980 -2.365
H -3.750 1.746 -3.555
H -2.327 1.156 -1.667
H -1.988 0.095 -2.865
H -2.660 -2.243 -0.208
H -1.303 -1.116 -0.591
H -1.991 -2.242 -1.841
C 0.651 -6.140 -2.830
C 0.498 -4.797 -2.153
C -0.628 -4.937 -1.121
O -1.915 -5.040 -1.751
C -2.834 -5.476 -0.771
N 1.659 -4.434 -1.319
H 1.420 -6.049 -3.604
H -0.245 -6.376 -3.410
H 0.811 -6.995 -2.179
H 0.313 -3.934 -2.800
H -0.842 -4.104 -0.430
H -0.435 -5.809 -0.486
H -3.754 -5.847 -1.234
H -3.244 -4.633 -0.197
H -2.422 -6.291 -0.177
H 2.465 -4.564 -1.932
H 1.679 -3.436 -1.130
C 6.235 3.510 -4.277
C 5.466 3.414 -2.972
C 5.055 4.722 -2.273
O 6.180 5.547 -2.137
C 6.299 6.211 -0.889
N 4.312 2.536 -3.167
H 5.755 4.235 -4.945
H 6.400 2.529 -4.707
H 7.207 4.010 -4.194
H 6.117 2.841 -2.300
H 4.578 4.341 -1.359
H 4.204 5.227 -2.747
H 7.194 6.827 -0.942
H 6.375 5.512 -0.055
H 5.453 6.886 -0.734
H 3.507 3.148 -3.277
H 4.092 1.831 -2.480
```

- Highest occupied orbital energy (alpha / beta): -10.863 / -10.863 eV
- Total charge: +1
- HOMO-LUMO gap (alpha / beta): 7.2 / 3.3 eV
- Multiplicity: 2
- <S²>: 0.755
- Maximum force: 4.8 eV/A

These are the Löwdin partial charges, in e, on atoms 1 to 99: 0.693 0.085 -0.758 -0.062 -0.021 0.095 -0.082 -0.175 -0.181 -0.105 0.220 -0.119 -0.166 -0.163 -0.099 0.101 0.059 0.099 0.140 0.114 0.114 0.152 0.155 0.133 0.143 0.137 0.136 0.073 0.104 0.106 -0.118 -0.172 -0.227 -0.195 -0.060 -0.178 -0.213 -0.173 -0.111 0.093 0.096 0.079 0.122 0.123 0.112 0.113 0.086 0.092 0.118 0.079 0.118 0.095 0.083 0.073 -0.104 -0.192 -0.212 -0.197 -0.054 -0.187 -0.224 -0.208 -0.118 0.070 0.091 0.090 0.095 0.119 0.114 0.097 0.074 0.118 0.114 0.129 0.118 0.084 0.084 0.089 -0.089 -0.238 -0.215 -0.214 -0.034 -0.186 -0.273 -0.199 -0.062 0.089 0.089 0.084 0.130 0.118 0.118 0.113 0.097 0.109 0.119 0.103 0.128

=====

Below is C3H6N4 as an isolated structure, with properties calculated with the ωB97M-V functional and the def2-TZVPD basis.

Geometry as XYZ:
```
13
Properties=species:S:1:pos:R:3
C 0.922 2.140 -2.375
C -1.395 -1.002 1.903
C 0.423 1.086 -0.750
N 0.666 -0.156 -0.741
N 0.675 -2.121 0.296
N -0.669 -0.345 1.098
N 0.212 -0.935 0.236
H 0.906 3.190 -2.192
H 1.568 1.605 -3.032
H -2.070 -0.433 2.520
H -1.416 -2.087 2.010
H -0.135 1.699 -0.065
H 0.314 -2.641 1.092
```

- Highest occupied orbital energy (alpha / beta): -9.053 / -7.461 eV
- HOMO-LUMO gap (alpha / beta): 8.8 / 7.1 eV
- Multiplicity: 1
- Maximum force: 5.7 eV/A

Formally, the Löwdin partial charges of the atoms, in units of the elementary charge, are as follows: 0.133 -0.018 -0.071 0.021 0.117 0.019 -0.360 -0.027 -0.022 0.063 0.063 0.054 0.028

=====

Below is C15H21NO2S as an isolated structure, with properties calculated with the ωB97M-V functional and the def2-TZVPD basis.

Geometry as XYZ:
```
40
Properties=species:S:1:pos:R:3
O -0.544 -2.690 0.954
S -0.324 -2.030 -0.425
N -1.599 -0.748 -0.515
H -2.205 -1.016 -1.383
C -2.655 -1.053 0.488
C -3.998 -0.251 0.356
C -4.558 0.885 0.917
C -5.718 1.204 -0.058
C -5.875 0.128 -0.844
O -4.728 -0.765 -0.622
H -6.641 0.009 -1.427
H -6.489 2.093 0.065
H -4.018 1.489 1.364
H -2.179 -0.294 1.525
H -2.908 -1.929 0.806
C 0.854 -0.839 -0.092
C 1.048 -0.112 -1.415
C 2.178 0.936 -1.246
C 2.134 1.979 -0.156
C 1.894 1.041 1.272
C 3.153 0.163 1.218
C 3.269 -0.619 0.230
C 3.486 0.277 -1.117
H 4.292 0.878 -0.914
H 3.636 -0.293 -2.298
C 2.268 -1.625 -0.074
H 2.318 -2.481 -0.939
H 2.129 -2.124 0.785
H 4.222 -1.345 0.295
H 4.094 0.792 1.498
H 3.143 -0.346 2.152
C 0.687 0.037 0.882
H -0.161 0.694 0.911
H 0.588 -0.700 1.869
H 1.755 1.560 2.042
H 1.167 2.678 -0.163
H 2.904 2.561 -0.167
H 2.291 1.640 -1.954
H 1.114 -0.539 -2.334
H -0.022 0.757 -1.488
```

- Highest occupied orbital energy: -8.895 eV
- HOMO-LUMO gap: 9.5 eV
- Multiplicity: 1
- Maximum force: 17.3 eV/A

Formally, the Löwdin partial charges of the atoms, in units of the elementary charge, are as follows: -0.492 1.048 -0.207 0.123 -0.167 -0.289 0.026 -0.039 -0.050 0.007 0.050 0.141 -0.001 0.202 0.032 -0.739 -0.108 -0.375 -0.047 -0.076 -0.249 -0.411 -0.072 0.074 0.202 -0.103 0.193 0.067 0.199 0.179 0.130 -0.174 0.112 0.196 0.050 0.153 0.038 0.095 0.072 0.210

=====

Below is a 14-piece molecular cluster, C7H37NO13P2S overall, with properties calculated with the ωB97M-V functional and the def2-TZVPD basis.

Geometry as XYZ:
```
61
Properties=species:S:1:pos:R:3
N 1.512 3.512 0.895
P 1.225 1.857 1.158
C 2.793 0.858 0.923
C 2.318 -0.596 0.878
C 2.342 -1.346 -0.279
C 1.873 -2.647 -0.247
C 1.366 -3.149 0.922
C 1.334 -2.414 2.093
C 1.825 -1.122 2.056
P -0.079 1.069 -0.437
S -1.463 2.310 -1.013
H 1.476 4.002 1.787
H 2.403 3.709 0.449
H 3.302 1.145 -0.003
H 3.439 0.935 1.802
H 2.732 -0.905 -1.193
H 1.909 -3.264 -1.142
H 0.967 -4.165 0.949
H 0.955 -2.791 3.036
H 1.791 -0.523 2.963
H 0.804 0.674 -1.484
H -0.570 -0.150 0.090
O 5.709 1.694 -0.488
H 6.104 1.067 -1.107
H 5.922 2.557 -0.860
O -1.609 -1.896 -1.766
H -0.769 -2.332 -1.579
H -1.475 -0.990 -1.469
O -2.326 3.064 2.286
H -2.727 3.933 2.168
H -2.043 2.814 1.394
O -3.273 -4.190 -2.737
H -4.012 -3.723 -3.145
H -2.767 -3.492 -2.293
O -2.679 -2.821 -5.341
H -2.943 -3.367 -4.587
H -3.502 -2.618 -5.795
O 0.817 5.866 2.921
H 0.744 6.223 2.029
H -0.020 5.404 3.057
O -1.747 -3.145 1.983
H -1.775 -3.809 2.679
H -0.903 -3.292 1.547
O 5.582 -0.909 -2.783
H 5.320 -1.481 -2.052
H 4.754 -0.694 -3.224
O -4.914 2.339 3.798
H -4.939 1.721 4.535
H -4.067 2.155 3.363
O 8.203 -1.706 -4.147
H 8.027 -1.700 -5.093
H 7.360 -1.459 -3.746
O -3.367 5.801 0.859
H -3.119 6.229 0.033
H -4.210 6.202 1.092
O -5.703 -3.381 -0.827
H -5.413 -3.586 0.068
H -4.913 -3.515 -1.363
O -5.477 0.009 1.965
H -5.744 0.835 2.392
H -6.304 -0.459 1.810
```

- Highest occupied orbital energy: -8.628 eV
- HOMO-LUMO gap: 8.5 eV
- Multiplicity: 1
- Maximum force: 1.8 eV/A

Formally, the Löwdin partial charges of the atoms, in units of the elementary charge, are as follows: -0.229 0.718 -0.337 -0.361 -0.092 -0.092 -0.120 -0.076 -0.068 0.136 0.122 -0.005 0.037 0.059 0.090 0.102 0.114 0.115 0.116 0.117 -0.047 -0.042 -0.059 0.022 0.041 -0.045 0.036 -0.017 -0.096 0.011 -0.071 -0.050 0.039 0.015 -0.060 -0.013 0.033 -0.062 0.039 0.039 -0.049 0.040 -0.022 -0.039 0.052 0.054 -0.068 0.042 0.015 -0.067 0.030 -0.016 -0.049 0.041 0.044 -0.056 0.037 -0.009 -0.069 0.002 0.028

=====

| no. | total energy (eV) |
| --- | --- |
| 1 | -10922.3034 |
| 2 | -115747.6503 |
| 3 | -9160.2515 |
| 4 | -32303.1479 |
| 5 | -65380.3648 |